13
Properties=species:S:1:pos:R:3:forces:R:3:nbo_charge:R:1 method="wB97M-V/def2-TZVPD" orbital_gap_ev="7.031 / 9.762" total_charge=+1 multiplicity=3 lumo_ev="-4.5 / -6.3"
C -1.214 -0.249 -1.423 -0.017 -4.983 0.813 0.060
C -0.795 -1.963 -0.738 0.014 3.980 -2.604 0.158
C 0.831 -1.188 1.074 1.887 1.045 2.977 -0.123
C 0.174 1.459 -0.180 0.059 -1.806 1.593 -0.421
N -0.414 0.146 -0.465 0.406 -2.374 1.014 -0.152
N -0.015 -1.166 0.102 -2.041 4.109 -2.115 -0.226
H -1.871 0.214 -2.157 0.261 -0.040 0.417 0.269
H -0.279 -2.782 -1.262 -0.794 -0.038 0.306 0.232
H 0.967 -0.255 1.644 -0.195 -0.560 -0.494 0.209
H 1.462 -1.963 1.421 0.056 -1.240 -0.329 0.246
H 0.440 1.483 0.922 -0.515 0.514 -1.474 0.246
H 1.039 1.415 -0.796 1.087 0.781 -0.273 0.242
H -0.549 2.173 -0.518 -0.208 0.611 0.169 0.260

=====

13
Properties=species:S:1:pos:R:3:forces:R:3:nbo_charge:R:1 method="wB97M-V/def2-TZVPD" orbital_gap_ev="9.264 / 8.089" total_charge=+1 multiplicity=3 lumo_ev="-4.0 / -8.5"
C -0.368 -0.815 -1.329 -0.589 -1.200 -3.614 0.008
C 0.646 -0.148 -0.794 0.125 2.202 2.447 0.140
C -1.345 -0.963 -0.368 -2.310 -2.018 2.630 -0.416
C 1.003 1.202 1.240 -0.480 0.820 2.403 -0.451
N -0.919 -0.177 0.775 -1.857 0.829 0.555 0.013
N 0.312 0.333 0.391 0.547 -1.387 -1.702 -0.128
H -0.479 -1.033 -2.366 0.140 -0.335 -0.515 0.261
H 1.415 0.229 -1.306 3.413 1.083 -1.599 0.238
H -2.377 -1.048 -0.686 -0.527 1.223 0.091 0.286
H -1.288 -1.951 0.048 0.133 -1.502 0.227 0.274
H 1.999 0.818 1.444 -0.108 -0.033 0.520 0.253
H 0.303 1.374 2.114 1.348 -0.584 -0.577 0.274
H 1.099 2.179 0.837 0.166 0.900 -0.867 0.249

=====

14
Properties=species:S:1:pos:R:3:forces:R:3:nbo_charge:R:1 method="wB97M-V/def2-TZVPD" orbital_gap_ev="6.491 / 6.490" total_charge=-1 lumo_ev="4.2 / 4.2"
C 0.983 0.472 -0.407 -0.452 -1.270 1.829 0.187
C -0.278 -0.515 0.455 -0.717 3.226 -1.324 -0.395
C -1.994 1.152 0.186 -0.506 -1.338 1.083 -0.303
C 2.105 -0.558 -0.441 -0.977 0.867 -4.729 -0.666
N 0.812 1.650 -0.476 0.426 0.882 -0.819 -0.609
N -1.561 -0.112 0.047 -0.105 1.250 0.385 0.118
O -2.263 -0.943 -0.605 -0.554 -0.980 -0.994 -0.622
H -0.038 -1.494 0.439 -0.210 -3.428 -0.795 0.182
H -0.160 -0.205 1.425 0.740 1.217 2.373 0.175
H -1.713 1.777 1.043 0.580 -0.384 -0.714 0.178
H -3.047 1.182 -0.098 0.341 0.358 -0.286 0.173
H 1.971 -1.302 0.252 -0.491 -2.001 1.348 0.190
H 3.030 -0.135 -0.259 2.017 1.226 0.265 0.196
H 2.151 -0.968 -1.560 -0.092 0.374 2.379 0.197

=====

14
Properties=species:S:1:pos:R:3:forces:R:3:nbo_charge:R:1 method="wB97M-V/def2-TZVPD" orbital_gap_ev=5.715 total_charge=-1 lumo_ev=4.1 smiles=C[C@@H](C#N)N(C)[O-]
C -0.112 -0.550 1.520 -0.774 0.809 -0.538 0.297
C -1.536 -0.857 -0.480 4.201 1.171 -3.270 -0.606
C 1.698 0.326 -0.497 -0.877 5.253 -0.706 -0.485
C -0.777 0.136 0.431 0.294 1.539 0.152 -0.256
N 0.413 -0.944 2.454 0.892 -0.864 1.148 -0.435
N 0.287 1.033 -0.399 -0.622 -1.796 -0.685 -0.128
O 0.326 2.260 0.154 0.741 -0.175 0.296 -0.799
H -2.475 -1.128 -0.194 -2.606 -0.600 0.997 0.194
H -0.903 -1.822 -0.637 -1.030 1.627 0.265 0.195
H -1.558 -0.295 -1.538 -0.108 -1.294 2.179 0.219
H 2.236 0.934 -1.378 -1.057 -1.127 2.048 0.180
H 2.194 0.559 0.462 0.238 -0.722 -0.343 0.186
H 1.597 -0.638 -0.864 -0.163 -2.149 -0.067 0.172
H -1.388 0.987 0.966 0.873 -1.672 -1.475 0.266

=====

14
Properties=species:S:1:pos:R:3:forces:R:3:nbo_charge:R:1 method="wB97M-V/def2-TZVPD" orbital_gap_ev="9.061 / 9.063" total_charge=+1 lumo_ev="-5.5 / -5.5" smiles="[H]/N=C1/C(=O)C[C@H]1[NH3+]"
C 1.559 0.794 0.059 2.387 6.183 -1.276 0.082
C 2.136 -0.585 0.090 2.300 -1.735 0.885 0.511
C 0.918 -1.061 -0.793 0.126 0.224 1.034 -0.517
C 0.190 0.254 -0.410 0.346 0.233 -2.232 -0.135
N 2.252 2.002 -0.214 -4.251 -5.493 -0.786 -0.397
N -0.752 0.048 0.756 -0.627 3.716 -0.500 -0.661
O 3.117 -1.124 0.539 -2.031 1.042 -0.880 -0.385
H 1.153 -1.185 -1.843 0.025 0.278 -0.156 0.287
H 0.451 -1.968 -0.442 -0.101 -0.475 0.171 0.248
H -0.244 0.785 -1.279 -0.308 -0.193 0.945 0.261
H 1.646 2.511 -0.967 0.802 -0.388 2.130 0.354
H -0.252 -0.524 1.343 1.626 -1.695 2.478 0.429
H -1.640 -0.425 0.665 -0.550 -0.057 -0.964 0.457
H -0.926 0.981 1.268 0.255 -1.639 -0.849 0.466

=====

14
Properties=species:S:1:pos:R:3:forces:R:3:nbo_charge:R:1 method="wB97M-V/def2-TZVPD" orbital_gap_ev=7.115 total_charge=+1 lumo_ev=-6.2
C 0.028 0.109 -0.283 -2.184 -0.757 -0.180 0.422
C -1.766 -0.135 -1.940 1.921 -2.124 0.545 0.368
C 1.354 0.025 1.773 -2.619 -2.309 0.446 0.181
C -1.083 -0.649 -0.826 0.523 1.731 0.100 -0.496
N 0.266 -0.275 1.142 3.618 2.083 -0.884 -0.415
N 0.645 1.004 -0.927 0.768 2.774 0.441 -0.739
O -1.300 0.818 -2.632 1.668 1.749 0.271 -0.576
H -2.528 -0.732 -2.415 -0.827 0.324 0.242 0.210
H 1.980 0.698 1.338 1.766 1.925 -1.190 0.211
H 1.649 -0.484 2.684 -0.372 0.173 0.141 0.244
H -1.499 -1.434 -0.253 -0.370 -0.763 0.245 0.227
H -0.310 -0.985 1.442 -1.699 -1.896 1.204 0.435
H -0.376 1.152 -2.134 -1.482 -0.574 -0.780 0.515
H 1.117 1.876 -0.496 -0.712 -2.335 -0.602 0.413

=====

14
Properties=species:S:1:pos:R:3:forces:R:3:nbo_charge:R:1 method="wB97M-V/def2-TZVPD" orbital_gap_ev=9.851 total_charge=+1 lumo_ev=-5.7
C 1.917 -0.461 0.170 -1.468 -1.394 -0.352 -0.165
C -0.167 0.918 0.116 0.504 -0.442 0.716 0.700
C 1.293 0.843 -0.181 -0.274 -0.002 1.322 -0.604
C -2.087 -0.626 -0.068 0.250 -0.757 1.024 -0.441
N 0.169 -1.443 0.180 2.444 1.311 0.016 0.095
N -0.617 -0.536 0.099 -0.952 -1.200 0.203 -0.094
O -0.963 1.761 0.227 0.060 0.542 0.060 -0.397
H 2.274 -0.495 1.259 -0.404 -0.443 -1.891 0.263
H 1.735 1.687 0.299 0.581 0.658 0.139 0.302
H 1.094 1.039 -1.192 1.081 0.231 -2.204 0.279
H 2.510 -1.001 -0.684 -1.215 0.870 2.106 0.279
H -2.440 0.134 0.599 -0.540 0.331 0.405 0.257
H -2.187 -0.211 -1.054 -0.805 -0.467 -0.674 0.251
H -2.531 -1.609 0.229 0.738 0.763 -0.871 0.275

=====

14
Properties=species:S:1:pos:R:3:forces:R:3:nbo_charge:R:1 method="wB97M-V/def2-TZVPD" orbital_gap_ev=11.084 total_charge=+1 lumo_ev=-4.7 smiles="CCC(=O)[NH+]=C=N"
C -2.204 -1.660 1.096 -1.277 -0.903 -0.437 0.804
C -0.534 -0.728 -0.269 -0.249 0.433 -1.954 0.714
C 0.698 1.515 0.353 1.069 -2.404 -0.011 -0.597
C 0.013 0.617 -0.667 1.994 -0.897 0.459 -0.538
N -2.971 -2.505 0.970 3.643 1.561 0.878 -0.415
N -1.371 -0.730 0.928 2.271 2.125 1.674 -0.677
O -0.439 -1.719 -0.919 -0.163 0.135 0.575 -0.445
H -3.823 -2.886 0.901 -3.740 -1.882 -0.359 0.463
H 0.356 1.367 1.333 -0.528 -0.144 1.614 0.184
H 0.529 2.479 0.117 -1.075 3.313 -0.734 0.234
H 1.767 1.512 0.386 0.755 -0.866 -0.032 0.245
H 0.668 0.283 -1.454 0.612 0.257 -0.299 0.268
H -0.616 1.309 -1.134 -2.142 0.114 -0.851 0.275
H -0.942 -0.134 1.679 -1.172 -0.842 -0.524 0.483

=====

14
Properties=species:S:1:pos:R:3:forces:R:3:nbo_charge:R:1 method="wB97M-V/def2-TZVPD" orbital_gap_ev=9.629 total_charge=+1 lumo_ev=-4.1 smiles="C=C1C=N[C@@H]([NH3+])O1"
C 0.302 -0.977 1.067 0.032 0.484 -0.297 0.123
C -0.943 -0.291 0.750 -0.579 -0.164 0.235 0.165
C -2.196 -0.553 1.103 0.540 0.267 -0.258 -0.330
C 0.814 0.745 -0.156 0.066 0.117 0.277 0.366
N 1.309 -0.393 0.543 0.537 -0.302 -0.066 -0.437
N 1.189 0.579 -1.651 -0.170 -0.043 0.118 -0.704
O -0.560 0.795 -0.042 -0.226 0.098 -0.232 -0.474
H 0.397 -1.868 1.658 -0.015 -0.257 0.167 0.244
H -3.011 0.067 0.773 -0.135 0.119 -0.069 0.240
H -2.418 -1.388 1.740 0.063 -0.186 0.107 0.239
H 1.296 1.681 0.161 -0.149 -0.174 -0.145 0.211
H 2.212 0.508 -1.729 -0.248 0.024 -0.049 0.457
H 0.841 1.379 -2.194 0.150 -0.216 0.097 0.452
H 0.766 -0.284 -2.022 0.134 0.233 0.116 0.450